DFT (ωB97M-V/def2-TZVPD) results for a single C26H23F8NO6P2 molecule in a non-equilibrium geometry.

Each line ends with the Mulliken charge.
Geometry (Å):
1 C 1.13631 -5.43421 -3.38478  -0.6770
2 N 1.19739 3.90164 -0.78545  0.3968
3 P -0.60333 5.27840 1.02641  0.3291
4 H 1.86052 -4.98288 -1.38217  0.1957
5 C 1.01103 -1.80918 -3.35249  -0.9341
6 C -0.66037 1.15037 1.87984  0.4825
7 H -0.09277 -5.27597 -0.18187  0.2343
8 F -0.71822 -0.95427 3.02861  -0.2973
9 C 0.86692 1.58641 0.04747  0.8970
10 H 0.24080 2.91091 -2.36638  0.4549
11 C -1.38597 0.18819 2.80522  0.1470
12 H 3.06732 -4.77846 -2.62673  0.3368
13 H -2.56846 3.89555 2.41615  0.7722
14 H 0.18159 5.17232 3.03604  0.3803
15 C 0.73290 -0.73614 0.74438  -0.5601
16 F -3.74789 0.02370 3.18215  -0.2942
17 H 2.46356 3.50740 1.56063  0.2573
18 O -2.15843 3.99183 5.09539  -0.5557
19 C 1.00387 3.67660 -2.22361  -1.2332
20 P -0.25847 -4.26892 -3.13806  -0.2493
21 C -1.51593 3.51255 4.21733  0.6233
22 H -2.76941 2.31303 3.06378  0.3685
23 H 1.54782 -5.26667 -4.37721  0.4762
24 C -0.31039 3.41998 1.04995  0.6508
25 H -2.44850 4.73891 0.03589  0.3657
26 H -0.14187 -3.06497 -0.40583  0.5823
27 H 0.66513 -6.41973 -3.38553  0.4651
28 C -2.81508 -0.20876 2.23969  0.8361
29 C 2.24651 -5.41699 -2.30333  -0.9759
30 O 1.18797 -1.43279 1.60999  -0.5478
31 H -1.89630 -4.11997 -1.43422  0.1749
32 H -0.36654 -6.76629 -1.13836  0.3194
33 C 0.60269 2.95207 0.10207  -1.8042
34 F -1.99215 -2.05761 0.98334  -0.1345
35 C -0.81211 -5.84459 -0.76990  -1.0699
36 O 3.08915 5.02076 -1.28367  -0.6331
37 C 2.46669 4.39027 -0.45988  0.7138
38 O 2.83360 1.57895 -1.30366  -0.5508
39 F -1.57313 0.74062 4.02968  -0.3169
40 C 3.02952 4.18264 0.92344  -1.0635
41 O -2.23617 5.29056 0.79876  -0.5514
42 C 0.39918 -2.71561 -2.47963  0.2763
43 O -0.60302 5.57624 2.64145  -0.4785
44 C 1.80865 1.02422 -0.98775  -0.1793
45 C -2.95449 -1.69777 1.83479  0.4488
46 C 0.26661 0.69745 0.93747  0.6490
47 H -2.17720 -5.53105 -2.42131  0.5231
48 F -2.94784 -2.48598 2.89463  -0.2517
49 C -2.02065 3.07634 2.86890  -1.9732
50 F -0.16551 3.30413 4.37742  -0.2655
51 C 1.49379 -0.59639 -2.90558  -1.1142
52 H 3.07287 5.15368 1.41847  0.3271
53 C -0.96339 2.52152 1.92028  1.4558
54 H 4.03698 3.79068 0.81083  0.3007
55 H -1.61448 -6.12415 -0.08271  0.3941
56 H 1.92795 3.35226 -2.69376  0.3832
57 C -1.40028 -4.97874 -1.89592  -0.4353
58 F -4.12316 -1.85054 1.21304  -0.2745
59 H 0.66046 4.58786 -2.71033  0.3653
60 C 0.29173 -2.38579 -1.12699  0.2613
61 F -3.12934 0.53797 1.16448  -0.2981
62 C 0.75817 -1.16318 -0.68767  0.3011
63 H 1.09053 -2.08923 -4.39556  0.4097
64 C 1.35485 -0.26504 -1.56483  0.3144
65 H 1.95904 0.09612 -3.59396  0.5454
66 H 2.61876 -6.42032 -2.10884  0.3040

Cartesian forces (eV/Å) of the 3 atoms listed first:
0.446 -0.073 1.079
0.719 -0.985 0.089
0.393 0.095 -0.312

The energy is -2992.4661 Eh. Its max |F| is 2.28 eV Å⁻¹. The multiplicity is 1. Its SMILES is CCP(CC)c1ccc2c(c1)C(=O)c1c(c(N(C)C(C)=O)c(P(O)O)c(CC(=O)F)c1C(F)(F)C(F)(F)C(F)(F)F)C2=O.

***

DFT (ωB97M-V/def2-TZVPD) results for a molecular structure, C35H33AuIN3OSb.

Each line ends with the Mulliken charge.
Geometry (Å):
1 N 0.54960 0.28467 1.45693  0.5963
2 O 0.96713 1.54622 -0.71107  -0.6957
3 H -0.80477 -1.83964 -8.34645  0.3952
4 C -1.10012 -4.89147 -1.67405  -0.9068
5 H -2.77147 -1.67827 1.43298  0.4714
6 H -0.09775 7.43240 -0.13817  0.4094
7 H 0.27343 1.85101 -5.77923  0.4820
8 C -5.59408 -0.45967 -2.97781  -0.8895
9 H 0.61566 6.09195 -2.08393  0.4290
10 C -0.94649 -3.62820 -2.23008  -1.0331
11 Sb -1.21677 -0.53137 -2.49541  1.7736
12 H 0.85435 -5.14657 3.09964  0.4575
13 H 1.58508 -5.46093 0.73164  0.4647
14 H 0.94404 3.64894 -1.84641  0.5392
15 C 0.40191 3.63408 0.22940  0.7952
16 C 1.36894 -4.48160 1.13105  -0.9150
17 C -3.65561 1.31351 -2.01085  0.7008
18 H 0.01568 0.88873 3.89112  0.3705
19 C -0.04853 1.23004 -4.94488  -1.2300
20 C -1.46506 -2.55186 -6.43357  -0.9422
21 H -1.85135 2.51232 -2.17023  0.0658
22 C 0.00005 4.39233 1.33165  -0.2912
23 H -1.91574 -6.00774 -0.02872  0.4485
24 H -0.84236 -0.65000 4.07054  0.3641
25 C -2.64121 2.28219 -1.45060  -0.9221
26 H -0.41170 -3.53312 -3.16781  0.7795
27 H -3.96903 -1.79605 -3.33528  0.3079
28 C 1.50523 -3.37569 0.30213  0.2036
29 H -3.66759 -1.17184 -0.00126  0.3878
30 H -0.00506 0.31345 -7.46381  0.3966
31 C -3.28273 0.05430 -2.48790  0.5454
32 H -2.76582 -4.00391 1.12649  0.4836
33 C -2.25364 -3.89939 0.17606  -0.3229
34 C -2.67879 -1.44895 0.36998  -1.7434
35 C -4.25532 -0.81720 -2.96555  -0.3800
36 H -5.29802 2.64266 -1.66643  0.4014
37 C 0.68034 -3.01618 2.88774  -0.5822
38 H -0.70622 -5.75976 -2.18756  0.4453
39 H -6.33810 -1.14928 -3.35386  0.4614
40 H -0.16972 3.90764 2.28205  0.4611
41 C -5.00263 1.66653 -2.03199  -0.7864
42 C 0.04233 6.36457 -0.03486  -0.3876
43 H -1.84243 -3.49173 -6.81423  0.4448
44 H -2.04998 -0.55809 0.26979  -0.0048
45 C -1.09225 -1.05769 -4.56775  0.8967
46 C 0.62663 4.24700 -1.00342  -0.3584
47 C -0.17719 5.75657 1.19421  -0.7267
48 Au 1.29513 -0.36567 -0.25459  0.7139
49 C -1.56250 -2.26162 -5.08098  -0.5917
50 N 1.26262 -2.15017 0.74282  -0.0045
51 C -2.12020 -2.62887 -0.38216  0.5133
52 C 0.96427 -4.30190 2.43376  -0.5609
53 H 1.83467 -3.46088 -0.72357  0.2415
54 C 0.82817 -1.94871 2.03206  0.7108
55 H 0.86425 -0.54598 4.51577  0.3981
56 H -2.15154 1.87319 -0.56041  0.0236
57 H -7.00691 1.09027 -2.51771  0.3979
58 C 0.44384 5.61179 -1.13055  -0.7949
59 C -0.43632 -0.41600 -6.78919  -0.8160
60 H -3.11398 3.22066 -1.16431  0.5225
61 I 2.52385 -1.15204 -2.38159  -0.2182
62 C 0.11323 -0.18981 3.80990  -1.6263
63 N 0.30271 1.61104 1.51384  -1.2522
64 C -0.89022 -1.62685 -7.28916  -0.7131
65 H 0.79423 1.12454 -4.25618  0.2231
66 H -0.48632 6.34879 2.04443  0.4134
67 C 0.58290 2.19020 0.36649  0.2245
68 C -1.47904 -2.49139 -1.62241  0.5087
69 C -1.77140 -5.02898 -0.46913  -0.8698
70 C -0.53320 -0.11023 -5.43522  0.2203
71 H -0.83930 1.77469 -4.42087  0.1956
72 C -5.96685 0.79232 -2.50992  -0.6572
73 H -2.03220 -2.98635 -4.42761  0.4552
74 H 0.33846 -2.84894 3.89872  0.4524
75 C 0.49560 -0.56233 2.42331  1.0296

Cartesian forces (eV/Å) of the 3 atoms listed first:
0.074 0.000 -0.002
0.584 0.140 0.076
0.001 -0.005 -0.009

The energy is -2266.4233 Eh. As for the relative energy (zero: lowest compared OMol25 entry of this formula, charge and spin): 0.0 kJ/mol. Its max |F| is 0.69 eV Å⁻¹. Its total charge is +1. The multiplicity is 1.

***

DFT (ωB97M-V/def2-TZVPD) results for a molecular structure, C3H4O3Tl in a non-equilibrium geometry.

Each line ends with the Mulliken charge.
Geometry (Å):
1 C -0.64191 -0.59639 1.38408  -0.3075
2 H 0.88647 -1.62859 0.27597  0.1717
3 H -0.65902 0.20384 2.16935  0.1628
4 C 0.22879 2.16590 -4.41829  -0.0757
5 O -0.24959 1.84676 -3.44435  0.0154
6 C 0.80657 -0.67626 0.86226  -0.2798
7 Tl -0.58823 0.96004 -0.96649  0.2302
8 H 1.47876 -0.81326 1.74631  0.2556
9 O 1.14709 0.42259 0.08993  -0.7160
10 H -0.85791 -1.54976 1.92906  0.2759
11 O -1.55101 -0.33487 0.37218  -0.7324

Cartesian forces (eV/Å) of the 3 atoms listed first:
0.200 -0.168 0.627
-0.003 0.228 0.147
-0.010 -0.188 -0.198

The energy is -514.8824 Eh. As for the relative energy (zero: lowest compared OMol25 entry of this formula, charge and spin): 154.7 kJ/mol. Its max |F| is 2.81 eV Å⁻¹. Its total charge is -1. The multiplicity is 1.

***

DFT (ωB97M-V/def2-TZVPD) results for a molecular structure, C38H40AsN8O5Rb in a non-equilibrium geometry.

Each line ends with the Mulliken charge.
Geometry (Å):
1 C 4.90029 2.79526 -3.85108  -0.5288
2 C -1.43259 -2.72481 -0.78694  -0.1656
3 C 0.76655 4.95137 -1.82767  -0.2432
4 C 3.67430 3.58349 4.09514  -0.5645
5 C -3.45381 3.54069 -2.69385  -0.5456
6 C -1.96108 1.75922 -2.17753  -0.1099
7 C -1.41824 -2.80136 -3.13291  -0.7091
8 C 1.05722 4.54213 -0.52477  0.2570
9 H -5.71314 2.27793 -0.60916  0.3405
10 O 0.62719 1.78480 -0.34316  0.7156
11 H -2.63510 4.25481 -2.57672  0.1929
12 H -0.46527 -5.80222 -1.84966  0.3370
13 H -0.96130 -4.56729 0.23940  0.3501
14 H -0.77868 -4.65319 -4.03441  0.3403
15 N -1.09076 -2.40168 1.43854  -0.4849
16 H 4.11226 3.72928 5.07553  0.3455
17 H -3.63925 -1.77315 2.11147  0.3365
18 C -2.38938 -1.01641 5.18675  -0.3555
19 H 6.36163 3.62478 -2.51223  0.3939
20 C 3.92998 -0.86232 1.57358  0.4756
21 H -4.37618 -0.99787 4.36896  0.3348
22 H -0.30785 -1.11469 5.71036  0.3632
23 N -4.14267 3.40385 -1.40178  0.1293
24 H 2.68448 1.74842 4.63158  0.4807
25 C 5.33945 3.28480 -2.62584  -0.6768
26 H 1.78141 1.35980 2.38625  0.8393
27 H -1.20064 2.10541 1.29183  0.2317
28 O 2.92718 -1.00783 2.34368  -0.5650
29 N -1.74917 -2.06703 0.45083  0.3739
30 C 0.55573 5.30593 0.52796  -0.1950
31 C 2.86758 2.47709 3.85271  -0.9884
32 H -4.20944 0.47988 -0.08320  0.1081
33 N -1.39858 2.58586 2.16976  -0.3334
34 As 1.94202 2.78561 -0.20203  0.5633
35 N -1.88742 1.68611 3.17611  -0.7268
36 C 0.01349 6.09300 -2.07152  -0.6243
37 H -1.59033 -2.35782 -4.11437  0.3118
38 H -0.20743 6.38557 -3.09149  0.4048
39 H 5.57421 2.77306 -4.69904  0.3493
40 C -0.64536 -1.71936 3.68420  -0.3382
41 C -1.58985 -1.88961 2.68104  0.2956
42 H -2.83338 1.43641 2.91881  0.3614
43 C -3.16385 2.85545 -0.43800  -0.5356
44 H -4.16510 3.93332 -3.42759  0.3411
45 C -1.02386 -4.06832 -0.72237  -0.6959
46 C -2.93134 -1.63009 2.91842  -0.1881
47 C 3.94123 4.48723 3.07664  -0.8234
48 H 3.59033 5.00095 1.02096  0.4242
49 C 3.40317 4.28201 1.81086  -0.4015
50 C -0.46460 6.85173 -1.01055  -0.4996
51 H -0.51554 2.95102 2.50356  0.2887
52 H -3.64994 2.72976 0.53037  0.0906
53 N -2.61565 1.57765 -0.88350  0.6852
54 H -1.35678 0.81923 3.17686  0.2047
55 C -3.71593 0.62458 -1.04890  -0.1929
56 C 2.33797 2.26490 2.59023  -0.7996
57 H 0.39941 -1.91528 3.45761  0.4157
58 C 4.48359 3.30699 -1.53507  -0.6086
59 C 3.51678 -0.21046 0.24825  0.2134
60 C 3.18180 2.84464 -1.67496  0.8652
61 O 3.44503 1.07931 0.29178  -0.4876
62 O 5.11777 -1.15719 1.77560  -0.8210
63 H -1.04935 7.74486 -1.19682  0.3423
64 H -2.70221 -0.67299 6.16494  0.3476
65 H -3.60890 0.35451 -3.62570  0.3833
66 C -3.32879 -1.19774 4.17700  -0.6407
67 C -4.01196 1.31373 -3.29784  -0.6524
68 H -1.57990 0.78824 -2.49936  -0.0335
69 H 0.73724 4.99870 1.54990  0.1997
70 O 3.14101 -0.91149 -0.70892  -0.8519
71 C -1.04754 -1.27196 4.93540  -0.4233
72 C -0.78333 -4.76679 -1.88851  -0.5858
73 H -2.35130 3.57529 -0.32151  0.0875
74 C -5.20749 2.41055 -1.56947  -0.7114
75 Rb 0.67649 -0.70179 -0.15135  0.6978
76 C 2.60623 3.17096 1.57124  0.8607
77 H -5.93146 2.79286 -2.29650  0.3527
78 H -3.29472 -0.32100 -1.39302  -0.1410
79 H 1.74783 1.91689 -2.96837  0.3422
80 C 2.74632 2.33068 -2.88719  -0.4809
81 H -1.13449 2.46056 -2.05785  -0.3087
82 H -0.57653 7.02765 1.12511  0.3877
83 C -0.19388 6.45261 0.29044  -0.7421
84 C -1.63756 -2.01237 -1.98433  0.5528
85 C 3.60727 2.31105 -3.97820  -0.7242
86 H 3.26901 1.89956 -4.92118  0.3898
87 H 4.57499 5.34618 3.26152  0.3872
88 N -4.71610 1.11227 -2.02434  0.0120
89 H 1.12601 4.37063 -2.66777  0.2664
90 H -4.72752 1.68187 -4.03994  0.3303
91 H 4.84342 3.64203 -0.57037  0.3860
92 C -0.97572 -4.11845 -3.10841  -0.6279
93 N -2.90788 2.27625 -3.19047  0.0455

Cartesian forces (eV/Å) of the 3 atoms listed first:
0.006 0.017 0.033
0.026 -0.430 -0.353
-0.003 0.044 0.084

The energy is -4546.0882 Eh. As for the relative energy (zero: lowest compared OMol25 entry of this formula, charge and spin): 131.9 kJ/mol. Its max |F| is 1.04 eV Å⁻¹. Its total charge is -2. The multiplicity is 1.

***

DFT (ωB97M-V/def2-TZVPD) results for a molecular structure, C6H10 in a non-equilibrium geometry.

Each line ends with the Mulliken charge.
Geometry (Å):
1 H 1.97652 -1.29198 -0.68363  0.3729
2 H -1.85432 0.71426 2.04334  0.3229
3 C -1.27872 1.08853 1.18554  -1.2656
4 H -0.73239 -0.63806 -2.05374  0.2325
5 H -1.93742 1.02004 0.29640  0.3084
6 H 0.93057 -0.33026 -2.78644  0.2690
7 C 0.80748 0.62494 -0.34229  -0.7886
8 H 1.14847 1.63904 -0.52453  0.4447
9 H 0.39422 -1.86069 1.27984  0.2886
10 C 0.03086 -1.16762 0.51931  -0.9938
11 C 0.99965 -0.83820 -0.63973  0.4283
12 H 1.19499 0.52291 1.19920  0.1981
13 C 0.32651 -0.44952 -1.87644  -0.9860
14 H -0.94768 -1.51754 0.16520  0.2910
15 C 0.02468 0.32972 0.87999  0.5368
16 H -1.08343 2.15444 1.33799  0.3407

Cartesian forces (eV/Å) of the 3 atoms listed first:
0.228 -0.375 -0.011
0.373 0.002 -0.122
0.525 -0.010 0.080

The energy is -234.4465 Eh. As for the relative energy (zero: lowest compared OMol25 entry of this formula, charge and spin): 409.7 kJ/mol. Its max |F| is 4.32 eV Å⁻¹. The multiplicity is 1.

***

Lowest unoccupied orbital energy: -1.29 -4.58 3.48 3.96 1.18 (eV)